Entry 1:
The following is a quantum chemistry calculation of C6H4ClF in the gas phase in a non-equilibrium geometry, from the Open Molecules 2025 dataset.

Geometry as XYZ:
```
12
Properties=species:S:1:pos:R:3:forces:R:3:lowdin_charge:R:1
C 1.4310 -1.0610 0.7069 -0.7 -1.3 -1.4 -0.116
C 0.4770 -0.3090 0.1304 0.5 0.5 0.7 -0.251
C -0.4875 -1.0349 -0.7009 2.7 2.1 2.2 -0.134
C -1.3305 -1.5747 -1.3144 -3.1 -2.1 -2.6 0.117
C 0.2895 1.1622 0.3925 -2.6 -1.5 -1.9 -0.729
C -0.8641 1.7187 -0.0401 0.5 1.4 1.3 0.005
H 1.4334 -2.1140 0.3568 0.5 0.6 0.8 0.137
H -2.0878 -2.0701 -1.9567 1.1 0.7 1.0 0.062
H -1.6895 1.2239 -0.5569 0.7 -0.3 0.2 0.064
H -1.0880 2.7639 0.2583 0.4 -0.7 -0.5 0.069
F 2.3768 -0.7139 1.5726 -0.3 0.0 -0.3 0.025
Cl 1.5398 2.0089 1.1515 0.3 0.6 0.4 0.749
```
Positions in Å, forces in eV/Å.

Calculated values
Energy relative to the best compared isomer or geometry (same formula, charge and spin) (eV): 3.670
Multiplicity: 1
Frontier orbital gap (Ha): 0.3523
SMILES string: C#C/C(=C/F)C(=C)Cl

***

Entry 2:
The following is a quantum chemistry calculation of C6H4ClF in the gas phase in a non-equilibrium geometry, from the Open Molecules 2025 dataset.

Geometry as XYZ:
```
12
Properties=species:S:1:pos:R:3:forces:R:3:lowdin_charge:R:1
C 1.5675 -0.9307 0.0361 1.8 1.4 -1.0 -0.037
C 0.4332 -0.2411 0.0103 -1.2 -0.1 0.6 -0.256
C -0.3541 -0.4916 1.2719 0.1 -0.5 -0.4 -0.106
C -0.8454 -0.8883 2.3216 -1.3 2.1 0.4 0.096
C -0.0842 0.5573 -1.1337 0.4 -0.8 -0.5 -0.711
C -1.1982 1.2545 -1.1542 -0.5 1.7 2.5 -0.017
H 1.6462 -1.5020 0.9494 1.5 -0.6 -0.4 0.120
H -1.5138 -0.7277 3.2533 1.8 -0.9 -2.0 0.080
H -1.4962 1.4399 -0.0592 -0.5 -0.2 -2.0 0.098
H -1.5812 1.8735 -2.0009 0.4 -0.9 0.9 0.085
F 2.6532 -0.7023 -0.8665 -2.4 -1.2 2.4 -0.061
Cl 0.7731 0.3585 -2.6281 0.1 -0.1 -0.3 0.709
```
Positions in Å, forces in eV/Å.

Calculated values
Energy relative to the best compared isomer or geometry (same formula, charge and spin) (eV): 4.577
Multiplicity: 1
Frontier orbital gap (Ha): 0.3482
SMILES string: C#C/C(=C/F)C(=C)Cl

***

Entry 3:
The following is a quantum chemistry calculation of a molecular structure, C6H4F18LiN3O14S6 in a non-equilibrium geometry, from the Open Molecules 2025 dataset.

Geometry as XYZ:
```
52
Properties=species:S:1:pos:R:3:forces:R:3:lowdin_charge:R:1
Li 0.2295 0.0295 0.3430 2.3 -2.3 7.3 0.257
C 2.6744 -1.1003 -1.3746 -1.1 0.8 -1.1 -0.512
F 3.5281 -1.4687 -2.4066 -1.3 0.0 1.6 0.086
F 2.3286 -2.1403 -0.5894 0.9 -0.3 -2.3 0.084
F 3.3256 -0.1958 -0.6456 0.5 -0.5 -1.5 0.094
S 0.9687 -0.3635 -2.1854 -0.3 -4.3 0.0 0.782
O 1.4713 0.2766 -3.3708 -0.3 0.7 0.9 -0.276
O 0.1940 -1.6103 -2.4405 1.6 2.6 1.2 -0.297
N 0.3066 0.5065 -0.8740 2.6 4.3 -18.4 -0.405
S 0.1559 1.9409 -1.4608 -0.5 4.7 -3.3 0.714
O 1.4489 2.6295 -1.5659 -0.8 -0.3 0.3 -0.312
O -0.8296 1.9459 -2.5754 10.9 10.7 2.1 -0.318
C -0.6346 2.9732 -0.0074 1.1 -3.9 -1.8 -0.658
F -1.8416 2.4936 0.3446 0.9 3.7 0.1 0.114
F 0.2134 2.9561 1.0207 -0.7 1.3 0.4 0.133
F -0.7767 4.1173 -0.5157 -0.3 3.3 -0.5 0.216
C 3.9945 0.8821 2.1858 -1.4 -1.3 -0.4 -0.696
F 4.8985 0.3400 1.3878 0.2 -0.3 -0.7 0.148
F 4.3664 0.6129 3.4037 0.0 -0.8 1.7 0.155
F 4.0257 2.1661 2.0657 -0.3 2.1 -0.7 0.180
S 2.1974 0.1874 1.7383 2.4 2.7 0.3 0.800
O 1.6897 1.0348 0.6907 3.1 0.4 2.9 -0.348
O 2.5148 -1.1570 1.3399 1.0 0.7 3.4 -0.294
N 1.3348 0.6083 3.2035 2.4 -0.6 -2.4 -0.252
S 1.1920 -0.7738 3.8534 -1.0 -1.7 4.9 0.578
O 0.1270 -1.6109 3.3137 0.6 0.1 1.1 -0.290
O 2.4029 -1.4042 4.3267 -0.5 -0.1 -0.5 -0.290
C 0.3401 -0.2103 5.5408 1.0 -1.0 0.1 -0.652
F 0.2352 -1.2265 6.4213 0.7 -0.8 -0.3 0.096
F 0.9378 0.7617 6.2404 0.4 0.4 -0.6 0.115
F -0.8954 0.1293 5.3232 -1.7 1.1 -0.9 0.142
C -2.2806 -1.4591 -5.2619 -1.2 0.1 2.1 -0.652
F -1.9231 -2.6960 -4.9081 0.3 0.1 -0.6 0.118
F -1.2519 -0.6312 -5.1538 -0.4 -0.4 -0.5 0.156
F -2.7989 -1.4636 -6.4971 0.6 0.0 0.1 0.117
S -3.6927 -0.9382 -4.0382 -1.7 -1.3 0.4 0.751
O -3.8423 0.4911 -4.2904 0.3 -1.5 0.0 -0.333
O -4.9011 -1.7619 -4.3752 3.0 1.2 0.7 -0.370
N -3.0367 -1.4328 -2.4249 -2.1 -2.5 -4.4 -0.277
S -2.8970 -0.0575 -1.7955 0.1 0.9 1.4 0.545
O -1.8428 0.6981 -2.4376 -8.8 -9.2 1.9 -0.421
O -4.1749 0.5632 -1.5814 -0.3 0.9 1.2 -0.312
C -2.2339 -0.4795 -0.0169 -1.2 1.0 -3.0 -0.617
F -2.2834 0.6578 0.6484 -4.5 -2.3 -1.0 0.045
F -2.8752 -1.3493 0.6972 -1.6 -1.8 0.8 0.198
F -0.9866 -0.8925 -0.0596 -12.5 0.0 -7.3 -0.094
O -0.4575 0.5782 1.4909 -2.6 4.1 7.0 -0.132
H -0.9555 1.3935 1.4322 0.3 -0.2 0.7 0.078
H -0.4445 0.3718 2.4255 0.1 0.1 0.0 0.066
O 0.2535 -1.3296 0.9020 9.5 -10.3 7.3 -0.144
H -0.3566 -1.5200 1.6145 0.1 -0.3 0.1 0.082
H 0.8576 -2.0721 0.8983 0.4 -0.1 0.4 0.099
```
Positions in Å, forces in eV/Å.

Calculated values
Energy relative to the best compared isomer or geometry (same formula, charge and spin) (eV): 24.350
Multiplicity: 1
Net charge: -2
Frontier orbital gap (Ha): 0.2191

***

Entry 4:
The following is a quantum chemistry calculation of C6H4F2O2 in the gas phase, from the Open Molecules 2025 dataset.

Geometry as XYZ:
```
14
Properties=species:S:1:pos:R:3:forces:R:3:lowdin_charge:R:1
C 1.1489 0.0033 -0.5203 -0.3 0.0 0.2 -0.260
C 0.9538 -1.2942 -0.0547 0.4 -0.3 0.0 0.058
C -0.2457 -1.5846 0.5689 -0.2 0.2 -0.1 -0.269
C -1.2696 -0.6550 0.7452 0.0 -0.7 0.4 0.058
C -1.0523 0.6308 0.2911 0.2 0.3 -0.3 -0.255
C 0.1488 0.9431 -0.3396 -0.2 -0.6 0.3 -0.154
H 2.2797 1.2591 -1.3808 0.0 0.1 0.0 0.111
H 1.7511 -2.0429 -0.1744 -0.6 0.4 0.1 0.142
H -2.1980 -0.9345 1.2534 0.4 0.2 -0.3 0.140
H -1.7127 2.4043 0.0707 0.2 0.3 -0.2 0.104
O 2.3068 0.3300 -1.1291 0.2 -0.1 -0.1 0.097
O -2.0110 1.5750 0.4425 -0.3 -0.4 0.3 0.096
F -0.4424 -2.8416 1.0175 0.0 0.2 0.0 0.062
F 0.3426 2.2071 -0.7904 0.0 0.3 -0.1 0.071
```
Positions in Å, forces in eV/Å.

Calculated values
Energy relative to the best compared isomer or geometry (same formula, charge and spin) (eV): 0.000
Multiplicity: 1
Frontier orbital gap (Ha): 0.3511
SMILES string: Oc1cc(F)cc(O)c1F

***

Entry 5:
The following is a quantum chemistry calculation of C6H4FNO4 in the gas phase in a non-equilibrium geometry, from the Open Molecules 2025 dataset.

Geometry as XYZ:
```
16
Properties=species:S:1:pos:R:3:forces:R:3:lowdin_charge:R:1
C 0.7268 -0.5835 -0.8783 1.9 -1.2 0.3 -0.022
C -0.6052 -0.5242 -0.7791 -0.5 0.8 0.0 -0.039
C 1.7848 0.1240 -0.1141 -1.4 -0.9 -0.9 -0.353
C 0.2575 2.0755 -0.1564 -3.7 -0.6 -2.0 -0.034
C -1.1898 0.3097 0.2661 1.9 1.4 -1.9 -0.043
C 1.4778 1.5240 0.3729 2.7 1.6 -1.2 -0.168
N -2.4937 0.8460 0.0438 0.2 -1.3 -0.2 -0.434
O 2.8911 -0.3278 -0.0297 0.5 0.4 0.4 0.141
O -0.2448 2.8207 -0.8902 1.1 -0.3 1.2 0.262
O -3.0146 1.4637 0.9343 -0.4 0.9 0.8 0.082
O -3.0222 0.5491 -1.0132 -0.3 0.4 -0.5 0.065
F 2.5854 2.3816 0.0577 -0.9 -0.6 -0.5 0.015
H 1.2956 -1.3419 -1.4249 -0.8 0.1 -0.4 0.127
H -1.2422 -0.9789 -1.5655 0.4 0.2 0.9 0.138
H -0.8591 0.3198 1.2623 -0.1 -0.4 1.2 0.115
H 1.4853 1.6640 1.3884 -0.6 -0.4 2.8 0.148
```
Positions in Å, forces in eV/Å.

Calculated values
Multiplicity: 1
Frontier orbital gap (Ha): 0.2884

***

Entry 6:
The following is a quantum chemistry calculation of a molecular structure, C6H4HoN5O5 in a non-equilibrium geometry, from the Open Molecules 2025 dataset.

Geometry as XYZ:
```
21
Properties=species:S:1:pos:R:3:forces:R:3:mulliken_spin:R:1
O 4.6317 -4.4420 -2.8644 -7.1 2.3 5.7 0.000
C 3.7078 -4.1376 -2.1292 7.0 -2.3 -5.6 0.000
Ho 1.1348 -1.6039 0.2288 0.9 -1.5 -1.7 4.058
C -0.5466 -1.0717 1.6918 -4.9 0.6 4.6 -0.005
O -1.4874 -0.9871 2.3483 3.1 -0.3 -2.2 0.003
C 1.7916 0.8804 0.4888 1.9 4.0 0.2 -0.007
O 2.0861 1.9972 0.5014 -1.0 -4.4 -0.1 0.003
C 0.1596 -0.7614 -1.5806 -2.5 1.6 -6.9 -0.006
O -0.2969 -0.4944 -2.5940 1.6 -0.7 3.2 0.001
C 2.6210 -1.5322 1.9321 5.4 -0.9 4.6 -0.006
O 3.4602 -1.7410 2.6842 -3.0 0.9 -2.5 0.003
H 2.7809 -1.1835 -0.8189 -0.3 0.1 0.7 -0.044
N -3.7533 1.7570 -0.7260 0.0 0.2 -0.1 0.000
N -2.5186 1.6311 -0.2441 0.5 -0.8 0.7 0.000
N -1.9921 2.5256 0.6359 0.0 -1.7 -1.0 0.000
C -0.8347 1.9341 0.9014 0.6 -0.4 -0.3 0.000
N -0.6512 0.7798 0.1806 -0.7 0.9 1.1 0.000
N -1.7750 0.5591 -0.4838 -1.2 2.0 0.0 0.000
H -4.1375 1.0581 -1.3344 0.3 -0.2 -0.1 0.000
H -4.2944 2.5503 -0.4455 0.1 0.4 0.2 0.000
H -0.0862 2.2820 1.6273 -0.7 0.2 -0.6 0.000
```
Positions in Å, forces in eV/Å.

Calculated values
Multiplicity: 5
Net charge: +2
Frontier orbital gap (alpha / beta) (Ha): 0.2386 / 0.2438

***

Calculated total energy: -21523.16191, -21522.25527, -153532.48235, -15816.54366, -18677.57851, -49748.76313 (eV)